Entry 1:
88
Properties=species:S:1:pos:R:3:forces:R:3:lowdin_spin:R:1 method="wB97M-V/def2-TZVPD" s2=3.79 e_lumo_ha="-0.300 / -0.333" total_charge=+2 energy_ha=-2529.77082 spin_multiplicity=4 homo_lumo_gap_ev="6.13 / 5.21"
Re -0.0770 -0.9654 -2.3967 -2.825 2.754 4.242 1.672
C -0.5022 -2.6583 -1.0249 -0.325 -0.140 1.220 0.018
C 0.8318 -2.6412 -1.5618 0.251 -1.346 0.661 0.010
C 0.6864 -1.0461 0.1358 0.648 0.289 -0.662 -0.024
C -0.5894 -1.6285 -0.0140 -0.959 -1.168 -1.285 -0.003
C 1.5314 -1.5419 -0.9109 0.341 -1.047 1.047 0.001
C -1.6148 -3.5669 -1.4184 -0.264 -0.171 0.231 0.018
H -1.3134 -4.2421 -2.2264 -0.191 0.136 0.219 0.001
H -2.4972 -2.9812 -1.7254 0.191 -0.368 0.083 0.002
H -1.8890 -4.1579 -0.5338 -0.108 -0.061 -0.335 0.003
C -1.7513 -1.3041 0.8591 -0.457 0.049 0.028 0.003
H -2.6459 -1.8880 0.5902 0.368 0.204 0.162 0.000
H -1.9931 -0.2318 0.8049 0.130 -0.353 0.166 0.002
H -1.4841 -1.5172 1.9050 -0.123 -0.061 -0.201 0.000
C 1.0643 -0.1432 1.2531 0.174 0.326 -0.213 0.017
H 0.7467 -0.5571 2.2187 -0.099 -0.084 -0.194 0.000
H 0.5450 0.8185 1.1482 -0.207 -0.047 0.178 0.008
H 2.1395 0.0478 1.3141 -0.136 -0.167 -0.141 0.001
C 3.0312 -1.3943 -0.8408 -0.032 0.479 -0.233 0.004
H 3.4406 -1.8680 0.0720 -0.451 0.103 -0.348 -0.001
H 3.2823 -0.3283 -0.7799 0.230 -0.253 -0.114 0.001
H 3.5384 -1.8524 -1.6913 -0.059 0.179 0.060 0.001
C 1.4500 -3.7413 -2.3519 0.177 -0.364 0.063 0.006
H 1.8093 -4.5734 -1.7316 -0.180 0.286 0.099 0.001
H 2.3100 -3.3699 -2.8999 0.012 -0.071 -0.177 0.000
H 0.7103 -4.1512 -3.0415 0.207 -0.028 -0.078 0.000
C -1.5608 0.1838 -5.0901 -0.066 -0.248 -1.097 0.020
C -1.4589 -1.1561 -4.8958 -0.398 -0.269 -0.444 0.002
C -0.4032 -2.0009 -5.5702 0.310 -0.334 0.067 0.002
C 1.0493 -1.8774 -5.0252 -0.169 -0.366 -0.749 0.030
C 1.3185 -1.0936 -3.7491 2.506 1.102 -1.661 0.042
C 0.6917 0.2837 -3.6802 1.815 1.071 -2.595 0.119
C 0.7176 1.1237 -4.9558 0.128 0.332 0.299 0.022
C -0.5104 0.9536 -5.8346 -0.858 -0.157 -0.566 0.010
H -0.3406 -1.8006 -6.6517 -0.331 0.079 0.310 -0.001
H 1.6862 -1.3858 -5.7780 -0.139 -0.309 0.010 0.002
H -0.7520 -3.0467 -5.4922 0.337 0.423 0.016 0.000
H -0.2422 0.4197 -6.7637 -0.146 0.074 0.362 0.000
H -2.4609 0.7490 -4.8701 0.092 -0.344 0.351 0.001
H -2.3435 -1.7376 -4.6164 0.136 0.405 0.243 0.001
H -0.9200 1.9257 -6.1470 0.204 -0.310 0.131 0.001
H 0.8110 2.1825 -4.6860 -0.044 -0.206 0.063 0.000
H 0.9895 1.0085 -2.9094 0.383 -0.633 0.338 0.039
H 1.6223 0.8891 -5.5165 0.022 0.001 0.007 0.000
H 1.3946 -2.9216 -4.9293 0.308 0.681 0.098 0.001
H 2.4289 -1.1338 -3.6011 -1.000 -0.237 0.695 0.003
P -2.1076 1.1488 -1.4501 0.471 -0.329 -0.641 0.036
P 1.3031 2.3242 -0.9256 -0.051 2.284 -0.664 0.520
C -1.3635 2.6509 -2.3069 -0.746 0.082 -0.127 0.002
C 0.0257 3.2616 -1.9463 -0.316 -0.565 0.232 0.072
H -2.1253 3.4093 -2.0763 0.320 0.078 -0.251 0.001
H -1.4270 2.4584 -3.3944 0.120 0.048 0.441 0.000
H 0.5340 3.5543 -2.8775 -0.075 -0.156 0.319 0.006
H -0.1391 4.1597 -1.3379 -0.055 -0.129 0.151 0.009
C 2.0910 3.3550 0.3681 -0.630 -0.296 0.318 0.059
H 2.5977 2.6595 1.0524 -0.006 0.244 -0.107 0.005
H 1.3497 3.9287 0.9264 0.071 -0.057 -0.080 0.001
H 2.8328 4.0154 -0.0954 -0.215 -0.145 0.027 0.013
C 2.7652 2.2645 -2.0699 0.223 -1.004 0.391 0.086
H 2.6271 2.9692 -2.8947 -0.025 -0.034 0.168 0.014
H 2.9048 1.2559 -2.4786 0.203 0.343 -0.050 0.006
H 3.6528 2.5306 -1.4805 -0.206 -0.116 -0.307 0.002
C -3.5429 1.8099 -0.5004 0.490 0.162 1.038 0.002
H -4.1723 0.9879 -0.1506 0.123 0.064 -0.132 0.000
H -4.1243 2.4440 -1.1768 0.109 -0.147 -0.080 0.000
H -3.2421 2.3934 0.3690 -0.011 -0.009 -0.193 0.000
C -3.2783 0.2233 -2.5645 0.345 -0.169 -0.560 0.023
H -2.7528 -0.5546 -3.1287 -0.430 0.378 0.185 0.007
H -3.7810 0.9004 -3.2711 -0.131 -0.295 0.288 0.004
H -4.0164 -0.3120 -1.9459 0.218 0.487 -0.081 0.000
O -1.1373 4.6527 0.7240 0.337 -1.895 0.049 0.014
C -1.1142 3.5207 1.2574 -0.281 1.397 0.343 0.005
O -0.8716 2.3769 0.7290 0.772 -0.146 -0.941 0.071
C -1.3944 3.4495 2.7464 -0.210 -0.396 1.047 0.005
C -1.6861 4.6219 3.4563 -0.093 0.030 0.492 0.000
C -1.9159 4.5671 4.8452 0.288 -1.567 -1.176 0.000
C -1.8147 3.3534 5.5432 0.077 -0.056 -0.012 0.000
C -1.5210 2.1811 4.8305 0.091 1.508 -1.256 0.000
C -1.3405 2.2204 3.4340 -0.003 0.647 0.453 0.000
N -1.3064 0.9156 5.4969 0.161 -2.289 1.845 0.000
O -1.4431 0.8491 6.7335 0.240 0.430 -2.694 0.000
O -0.9828 -0.0692 4.7906 -0.521 1.685 0.995 0.000
N -2.3047 5.7641 5.5589 -0.811 2.738 1.851 0.000
O -2.3951 6.8376 4.9277 0.307 -2.350 0.855 0.000
O -2.5412 5.6726 6.7836 0.571 -0.202 -2.528 0.000
H -1.7279 5.5697 2.9195 -0.047 -0.239 0.229 0.000
H -1.9421 3.3353 6.6227 -0.038 -0.024 -0.218 0.000
H -1.1245 1.2989 2.9102 -0.035 0.177 0.029 0.000

Entry 2:
90
Properties=species:S:1:pos:R:3:forces:R:3:mulliken_charge:R:1 method="wB97M-V/def2-TZVPD" e_lumo_ha=0.008 energy_ha=-4591.44225 homo_lumo_gap_ev=7.03 e_above_lowest_ev=1.341
Pt -0.3119 -0.3930 -0.3526 -0.194 0.382 -0.954 3.065
C 1.2244 -3.8449 3.5026 -0.009 0.001 0.001 -1.607
C 0.8575 -3.6656 2.0252 0.029 -0.006 -0.018 0.907
C -0.5884 -3.2174 1.8928 -0.025 0.019 0.008 -0.853
C 1.8402 -2.7303 1.3744 0.013 0.064 -0.006 0.148
C 3.2383 -2.9020 1.3474 -0.014 -0.023 -0.005 -1.540
C 3.7230 -1.7462 0.7863 0.025 0.001 -0.003 -0.399
N 2.6774 -0.9565 0.4903 0.006 0.056 0.067 0.447
N 1.5189 -1.5533 0.8427 0.090 -0.262 0.130 0.199
B 2.7077 0.5169 0.0793 0.006 -0.091 0.064 -0.731
N 2.3593 0.7574 -1.3942 -0.040 0.120 0.003 0.441
C 3.1554 1.2388 -2.3566 -0.008 -0.034 -0.004 -0.270
C 2.3701 1.5630 -3.4383 0.000 0.028 0.032 -1.386
C 1.0588 1.2628 -3.0402 -0.046 -0.031 -0.057 -0.127
N 1.0707 0.7635 -1.8010 0.080 -0.203 0.210 -0.270
C -0.1628 1.5435 -3.8737 -0.026 0.017 0.017 0.608
C -0.4003 0.4628 -4.9316 0.010 -0.006 0.002 -1.306
C -1.4015 1.7832 -3.0204 0.061 0.008 -0.021 -0.557
N 1.7035 1.3088 0.9691 -0.011 0.069 -0.075 0.697
C 2.0658 2.2472 1.8488 0.016 -0.042 0.047 -0.536
C 0.9497 2.6687 2.5356 0.007 -0.008 -0.015 -1.174
C -0.1008 1.9162 1.9997 -0.023 -0.053 0.037 -0.753
N 0.3602 1.1071 1.0413 0.034 -0.047 0.088 -0.423
C -1.5235 1.8999 2.4663 0.037 0.007 0.008 3.628
C -1.7734 0.6806 3.3566 0.029 -0.011 -0.005 -1.078
C -1.8918 3.1936 3.1878 -0.005 0.000 0.010 -1.875
H 0.5245 -4.5275 3.9888 0.003 -0.008 -0.001 0.428
H 1.1801 -2.8833 4.0192 -0.006 -0.001 0.001 0.317
H 2.2314 -4.2449 3.6241 0.001 0.009 0.000 0.420
H 0.9683 -4.6417 1.5421 0.005 -0.013 -0.011 0.344
H -0.7519 -2.2876 2.4408 0.004 0.016 -0.007 0.089
H -1.2568 -3.9790 2.3003 -0.001 0.006 0.010 0.442
H -0.8648 -3.0337 0.8569 0.000 -0.018 -0.019 -0.293
H 3.8050 -3.7426 1.7101 0.004 -0.003 -0.002 0.504
H 4.7310 -1.4184 0.5927 0.002 -0.001 -0.001 0.476
H 3.8122 0.9491 0.2804 -0.006 0.023 -0.019 -0.195
H 4.2157 1.3320 -2.1925 0.000 0.005 0.004 0.495
H 2.6808 1.9909 -4.3762 -0.007 0.002 -0.002 0.495
H 0.0631 2.4769 -4.4000 -0.004 -0.013 -0.014 0.485
H -0.5648 -0.5048 -4.4582 -0.014 0.016 -0.008 0.086
H 0.4626 0.3768 -5.5937 0.004 -0.011 0.005 0.445
H -1.2736 0.7125 -5.5387 0.008 0.014 -0.009 0.405
H -1.5765 0.8979 -2.4072 -0.009 -0.004 -0.043 -1.099
H -2.2721 1.9665 -3.6540 -0.010 0.001 0.011 0.315
H -1.2495 2.6409 -2.3578 -0.008 -0.006 0.006 0.471
H 3.0994 2.5367 1.9307 0.001 0.007 -0.002 0.436
H 0.9006 3.4079 3.3149 -0.001 0.006 -0.002 0.438
H -2.1391 1.8171 1.5772 -0.072 0.005 -0.043 -1.562
H -1.0866 0.6872 4.2059 -0.009 0.005 0.007 0.445
H -1.6171 -0.2407 2.7950 0.001 -0.002 0.016 -0.164
H -2.7946 0.6856 3.7471 -0.003 0.005 -0.014 0.301
H -1.3127 3.3106 4.1059 -0.001 -0.006 0.002 0.476
H -2.9465 3.1829 3.4727 0.002 -0.003 -0.013 0.315
H -1.7111 4.0696 2.5623 0.001 -0.002 0.003 0.437
S -2.5635 -0.9585 0.0509 0.104 -0.026 0.648 -0.742
C -3.5158 0.4306 0.3480 0.002 0.009 -0.303 -0.065
N -3.4019 1.5435 -0.3759 0.002 -0.021 -0.009 0.150
C -4.2162 2.7303 -0.1706 0.012 0.007 0.028 -0.550
C -5.5867 2.3108 0.3362 0.006 0.008 0.015 -0.714
C -5.4170 1.4379 1.5686 0.023 0.009 0.015 -0.557
N -4.4607 0.3748 1.2900 -0.092 -0.073 -0.067 0.137
H -2.6845 1.5321 -1.0870 0.026 0.015 0.083 -0.062
H -4.2906 3.2541 -1.1222 -0.002 0.008 0.003 0.407
H -3.7343 3.4041 0.5468 0.003 -0.006 -0.002 0.219
H -6.1108 1.7565 -0.4444 0.005 -0.010 0.003 0.303
H -6.1808 3.1883 0.5883 -0.001 0.002 -0.012 0.394
H -6.3624 0.9846 1.8640 -0.005 0.002 -0.014 0.451
H -5.0574 2.0407 2.4088 -0.012 0.002 0.005 0.193
H -4.4794 -0.4794 1.8232 0.015 0.023 0.029 0.288
C -5.2731 -5.8987 -2.1460 -0.002 0.005 0.003 -1.537
C -4.0891 -4.9701 -2.1320 0.002 -0.014 0.008 0.553
C -2.8500 -5.3903 -1.6758 0.004 -0.004 -0.027 -1.059
C -1.7405 -4.5485 -1.6644 -0.010 0.016 0.014 0.487
C -0.4300 -5.1205 -1.1950 0.018 -0.010 -0.037 -1.548
C -1.8786 -3.2232 -2.1064 0.023 -0.049 -0.033 0.385
Se -0.3201 -2.0773 -2.1360 -0.041 0.106 0.152 -0.106
C -3.1113 -2.8026 -2.6306 -0.015 0.003 0.020 0.916
C -3.3145 -1.4534 -3.2633 -0.005 -0.022 0.008 -0.927
C -4.1939 -3.6748 -2.6157 -0.006 0.008 0.012 -0.956
H -5.0777 -6.7951 -1.5580 0.000 0.000 0.001 0.348
H -5.5117 -6.2131 -3.1643 0.001 0.000 -0.001 0.317
H -6.1606 -5.4116 -1.7391 -0.001 -0.002 0.000 0.353
H -2.7327 -6.4105 -1.3248 0.000 0.000 0.003 0.313
H -0.4805 -6.2096 -1.1836 -0.003 -0.001 0.015 0.508
H -0.1922 -4.7811 -0.1896 0.026 0.027 0.017 -0.007
H 0.3966 -4.8109 -1.8317 -0.008 -0.022 -0.010 0.313
H -2.5792 -0.7386 -2.9156 -0.004 0.021 0.021 -0.439
H -4.3154 -1.0747 -3.0468 -0.003 -0.001 -0.009 0.390
H -3.2128 -1.5303 -4.3498 0.010 0.008 0.004 0.455
H -5.1465 -3.3287 -3.0065 0.000 0.000 -0.002 0.385